*A*
{
  "formula": "C3H3O2P",
  "method": "ωB97M-V/def2-TZVPD",
  "e_homo_ev": [-10.361, -10.361],
  "homo_lumo_gap_ha": [0.279, 0.279],
  "lumo_ev": [-2.77, -2.77],
  "species": ["C", "C", "C", "O", "O", "P", "H", "H", "H"],
  "coordinates": [[-2.583, -1.366, 0.091], [-2.596, -2.496, -0.297], [-0.069, 0.181, -0.005], [-3.705, 1.393, -0.149], [-1.260, 0.914, -0.190], [-2.740, 0.349, 0.239], [-0.303, -0.938, 0.315], [0.483, 0.488, 0.833], [0.529, 0.363, -0.974]],
  "lowdin_charge": [-0.42, -0.05, -0.14, -0.25, -0.29, 0.85, 0.10, 0.05, 0.13]
}


*B*
{
  "formula": "C3H3O2P",
  "method": "ωB97M-V/def2-TZVPD",
  "e_homo_ev": -9.408,
  "homo_lumo_gap_ha": 0.288,
  "lumo_ev": -1.56,
  "species": ["C", "C", "C", "O", "O", "P", "H", "H", "H"],
  "coordinates": [[-1.674, 1.218, 0.447], [-1.766, -1.010, 1.047], [1.363, -0.102, -0.144], [-2.188, 1.825, -0.349], [0.084, -0.269, -0.721], [-0.898, -1.545, -0.275], [1.609, -0.876, 0.586], [1.371, 0.865, 0.357], [2.098, -0.105, -0.948]],
  "lowdin_charge": [-0.06, -0.28, -0.18, 0.11, -0.59, 0.76, 0.07, 0.08, 0.08]
}


Which structure is the most stable? The one labeled *A*.


*A*
{
  "formula": "C2H2ClNO",
  "method": "ωB97M-V/def2-TZVPD",
  "e_homo_ev": -9.100,
  "homo_lumo_gap_ha": 0.304,
  "lumo_ev": -0.84,
  "species": ["C", "C", "N", "O", "Cl", "H", "H"],
  "coordinates": [[-0.329, 1.726, -0.199], [0.278, -1.763, 0.222], [-0.709, 0.675, -0.661], [-0.096, 2.804, 0.178], [1.313, -1.247, 1.315], [0.823, -2.155, -0.598], [-1.281, -0.040, -0.257]],
  "lowdin_charge": [-0.40, -0.52, 0.16, 0.15, 0.65, -0.08, 0.05]
}


*B*
{
  "formula": "C2H2ClNO",
  "method": "ωB97M-V/def2-TZVPD",
  "e_homo_ev": [-11.764, -9.187],
  "homo_lumo_gap_ha": [0.378, 0.239],
  "lumo_ev": [-1.49, -2.68],
  "species": ["C", "C", "N", "O", "Cl", "H", "H"],
  "coordinates": [[-1.340, -1.115, -0.265], [-0.838, 0.158, -0.320], [-1.760, -2.206, -0.161], [2.434, 0.638, 0.323], [-1.997, 1.360, -0.139], [0.161, 0.251, -0.073], [3.341, 0.915, 0.635]],
  "lowdin_charge": [-0.35, -0.56, 0.16, 0.00, 0.70, 0.00, 0.04]
}


*C*
{
  "formula": "C2H2ClNO",
  "method": "ωB97M-V/def2-TZVPD",
  "e_homo_ev": [-9.636, -9.637],
  "homo_lumo_gap_ha": [0.298, 0.298],
  "lumo_ev": [-1.53, -1.53],
  "species": ["C", "C", "N", "O", "Cl", "H", "H"],
  "coordinates": [[1.650, 0.275, 0.001], [-0.778, -0.071, 0.394], [2.777, 0.044, -0.058], [-1.135, 0.845, -0.417], [-0.771, -1.675, -0.034], [-0.493, 0.199, 1.361], [-1.250, 0.383, -1.247]],
  "lowdin_charge": [-0.31, -0.65, -0.11, 0.06, 0.82, 0.07, 0.12]
}


Which structure is the most stable? The one labeled *A*.


*A*
{
  "formula": "C5H13NO",
  "method": "ωB97M-V/def2-TZVPD",
  "e_homo_ev": [-14.638, -14.568],
  "homo_lumo_gap_ha": [0.351, 0.233],
  "charge": 1,
  "spin_multiplicity": 2,
  "lumo_ev": [-5.08, -8.23],
  "species": ["C", "C", "C", "N", "C", "C", "O", "H", "H", "H", "H", "H", "H", "H", "H", "H", "H", "H", "H", "H"],
  "coordinates": [[-2.276, -0.036, 0.156], [-2.465, -0.735, -1.215], [-0.908, -0.444, 0.732], [0.268, 0.021, -0.024], [1.557, -0.080, 0.591], [2.361, 1.002, -0.254], [1.829, 2.120, -0.118], [-3.018, -0.361, 0.883], [-2.188, 1.038, -0.018], [-1.713, -0.629, -1.998], [-2.496, -1.790, -0.915], [-3.409, -0.486, -1.639], [-0.754, -0.065, 1.756], [-0.844, -1.575, 0.783], [0.251, 1.060, -0.255], [1.607, 0.151, 1.711], [1.979, -1.091, 0.442], [4.048, 0.300, 0.569], [2.551, 0.700, -1.297], [3.620, 0.899, 0.110]],
  "lowdin_charge": [-0.20, -0.08, -0.16, 0.16, -0.13, -0.40, 0.02, 0.13, 0.11, 0.08, 0.08, 0.07, 0.16, 0.16, 0.17, 0.19, 0.15, 0.26, 0.16, 0.09]
}


*B*
{
  "formula": "C5H13NO",
  "method": "ωB97M-V/def2-TZVPD",
  "e_homo_ev": [-15.239, -15.183],
  "homo_lumo_gap_ha": [0.445, 0.246],
  "charge": 1,
  "spin_multiplicity": 2,
  "lumo_ev": [-3.14, -8.49],
  "species": ["C", "O", "C", "C", "C", "C", "N", "H", "H", "H", "H", "H", "H", "H", "H", "H", "H", "H", "H", "H"],
  "coordinates": [[-1.067, -1.935, 0.434], [-0.506, -3.197, 0.551], [-0.028, -0.794, 0.026], [-0.625, 0.569, -0.259], [0.431, 1.626, -0.504], [0.786, 2.590, 0.645], [0.737, -1.284, -1.071], [-1.811, -2.075, -0.360], [-1.579, -1.653, 1.361], [0.183, -3.279, 1.212], [0.682, -0.725, 0.866], [-1.371, 0.452, -1.054], [-1.259, 0.861, 0.583], [1.392, 1.316, -0.923], [0.043, 2.268, -1.304], [1.696, 3.142, 0.411], [1.021, 2.161, 1.624], [-0.051, 3.272, 0.783], [1.002, -2.278, -1.047], [0.326, -1.037, -1.976]],
  "lowdin_charge": [-0.15, -0.01, -0.30, -0.16, -0.25, -0.09, 0.32, 0.15, 0.15, 0.12, 0.18, 0.13, 0.14, 0.11, 0.12, 0.08, 0.08, 0.08, 0.16, 0.17]
}


Which structure is the most stable? The one labeled *B*.


*A*
{
  "formula": "CHF3O2S",
  "method": "ωB97M-V/def2-TZVPD",
  "e_homo_ev": [-10.618, -10.328],
  "homo_lumo_gap_ha": [0.329, 0.283],
  "lumo_ev": [-1.68, -2.62],
  "species": ["C", "O", "O", "F", "F", "F", "S", "H"],
  "coordinates": [[1.286, 0.397, 0.463], [-1.930, -0.799, 0.867], [-1.911, 0.706, -1.072], [1.707, 0.889, -0.743], [1.185, 1.358, 1.362], [-0.793, -1.676, -1.185], [-1.283, -0.285, -0.245], [1.739, -0.589, 0.553]],
  "lowdin_charge": [-0.13, -0.31, -0.31, 0.05, 0.12, -0.32, 0.75, 0.14]
}


*B*
{
  "formula": "CHF3O2S",
  "method": "ωB97M-V/def2-TZVPD",
  "e_homo_ev": -11.439,
  "smiles": "O=[SH](=O)C(F)(F)F",
  "homo_lumo_gap_ha": 0.419,
  "lumo_ev": -0.03,
  "species": ["C", "O", "O", "F", "F", "F", "S", "H"],
  "coordinates": [[-2.084, -0.045, 0.091], [-0.363, -2.135, -1.002], [0.198, -1.064, 1.140], [-3.011, -0.913, 0.091], [-2.059, 0.714, -1.046], [-2.133, 0.810, 1.117], [-0.294, -0.918, -0.213], [0.519, 0.049, -0.739]],
  "lowdin_charge": [-0.64, -0.32, -0.37, 0.23, 0.06, 0.16, 0.79, 0.09]
}


Which structure is the most stable? The one labeled *B*.